(1)
Molecular formula: C16H28Cl10FN3
Method: DFT, wB97M-V/def2-TZVPD

The geometry in XYZ format:
```
58
Properties=species:S:1:pos:R:3:forces:R:3
N 2.581999 1.859791 -1.378814 -1.5 0.7 -0.1
C 1.432179 1.875380 -1.229612 1.6 -1.5 0.1
C 0.024252 1.520630 -1.003565 0.4 1.2 -0.2
C -0.474078 1.751971 0.437135 -0.4 0.3 -0.3
F -1.651003 2.489930 0.301168 -0.5 0.2 -0.1
C 0.430262 2.626070 1.213320 1.6 -0.6 1.0
N 1.293642 2.985515 1.896554 -1.2 0.2 -0.7
C -0.869003 0.496572 1.206458 0.4 0.1 0.0
C 0.201490 -0.587916 1.281690 0.6 -0.5 1.0
N 1.547845 -0.083397 1.013819 -0.2 0.2 -0.2
H -0.535433 2.211387 -1.630766 -0.4 0.0 0.0
H -0.191646 0.527985 -1.371967 0.2 -0.3 0.1
H -1.136662 0.824401 2.203557 -0.1 0.1 0.2
H -1.775121 0.115585 0.743594 -0.1 0.0 -0.2
H 0.177622 -0.984298 2.309325 -0.2 0.2 -0.9
H -0.043232 -1.452719 0.661283 0.5 0.7 -0.2
H 2.197782 -0.821794 0.785553 -0.1 0.0 0.0
H 1.894623 0.370247 1.849003 0.2 0.1 -0.1
Cl -2.685442 -0.806764 -2.214405 0.0 0.1 0.0
C -2.219175 -2.529712 -2.275353 0.1 -0.1 -0.1
C -2.682392 -3.276864 -1.054994 0.0 -0.2 0.2
Cl -1.805083 -2.773874 0.419096 -0.5 -0.4 -0.1
H -1.139699 -2.583987 -2.394961 0.0 0.1 0.1
H -2.685179 -2.953699 -3.162756 -0.1 0.0 0.0
H -2.501590 -4.343380 -1.182609 0.1 0.0 0.0
H -3.741463 -3.128770 -0.882363 0.2 0.1 0.1
Cl 7.022485 0.252852 1.271339 0.0 0.0 0.0
C 6.694091 0.026836 -0.467596 0.1 0.0 -0.1
C 5.223928 -0.000888 -0.786415 0.0 0.3 0.0
Cl 4.405650 -1.452530 -0.152524 0.1 -0.2 0.0
H 7.193959 -0.886493 -0.781008 0.0 0.0 0.1
H 7.152737 0.866480 -0.987534 -0.1 0.0 0.0
H 5.084599 -0.007306 -1.865793 0.0 0.0 0.0
H 4.709726 0.866912 -0.382752 0.0 0.0 0.0
Cl 6.661524 4.125340 -1.417519 0.1 0.0 0.0
C 5.334143 4.956471 -2.267461 -0.1 0.1 0.0
C 4.658717 4.064130 -3.277045 -0.1 -0.1 0.1
Cl 5.718778 3.692334 -4.663558 0.0 0.0 0.0
H 5.741941 5.851362 -2.730697 0.1 -0.1 0.0
H 4.612928 5.259149 -1.510167 0.0 -0.1 0.0
H 3.777609 4.563736 -3.675889 0.0 0.1 0.0
H 4.346357 3.123563 -2.829551 0.0 0.0 0.0
Cl -3.431893 -0.285620 3.851054 0.0 0.0 -0.1
C -3.044577 -1.863279 4.579611 0.0 -0.1 0.0
C -1.736139 -1.853403 5.329656 0.1 -0.1 0.2
Cl -0.314464 -1.697803 4.253062 -0.4 -0.2 0.7
H -3.042335 -2.607306 3.786157 0.1 0.1 0.0
H -3.854525 -2.096480 5.268632 0.0 0.0 0.0
H -1.620106 -2.796104 5.861964 0.0 0.0 0.0
H -1.695711 -1.043369 6.053238 0.0 0.1 -0.1
Cl -8.257393 -2.805202 0.136119 0.0 0.0 0.0
C -7.076605 -1.587771 -0.409718 0.0 0.1 0.0
C -6.714085 -1.758360 -1.862538 0.0 0.2 -0.1
Cl -5.771642 -3.246293 -2.151047 -0.3 -0.1 -0.2
H -6.200363 -1.658650 0.230433 0.0 -0.1 0.0
H -7.533302 -0.611181 -0.259869 0.0 0.0 -0.1
H -6.094144 -0.923906 -2.187526 0.1 0.0 0.1
H -7.597384 -1.795514 -2.494449 0.0 -0.1 0.0
```
Forces are in eV/Å.

SMILES: N#CC[C@](F)(C#N)CCN.ClCCCl.ClCCCl.ClCCCl.ClCCCl.ClCCCl
E_tot: -5492.485653 Eh
orbital gap: 9.32 eV
total charge: 0

Löwdin atomic charge list, values in e, 5 entries:
1. N 0.1890
2. C -0.1860
3. C -0.0806
4. C -0.4504
5. F 0.0044

(2)
Molecular formula: C3H4LiO3V
Method: DFT, wB97M-V/def2-TZVPD

The geometry in XYZ format:
```
12
Properties=species:S:1:pos:R:3:forces:R:3
O 1.137260 0.193537 -0.053288 -0.1 1.1 0.3
C 0.297631 -0.786940 0.269944 0.9 -1.1 -1.0
C 0.704679 1.524908 -0.212138 -1.2 0.3 -0.1
O 0.727778 -1.939682 0.337817 -0.5 0.4 0.4
O -0.959392 -0.540825 0.392062 -0.7 -1.4 0.5
C 0.026406 1.904436 -1.371828 -0.2 -0.8 0.2
H 1.191435 2.216227 0.478483 0.2 -0.5 -0.4
H -0.544731 2.019660 0.935731 -1.3 -1.0 -0.1
H 0.125460 1.291421 -2.273194 -0.1 0.2 0.3
H -0.162381 2.978842 -1.462105 0.1 -0.4 -0.2
V -1.897227 1.042252 -0.092572 2.1 2.9 0.0
Li -1.111954 -2.577275 0.667417 0.6 0.2 0.0
```
Forces are in eV/Å.

E_tot: -1293.663277 Eh
orbital gap (alpha / beta): 7.30 / 6.95 eV
total charge: +1
⟨S²⟩: 3.8183
spin multiplicity: 4

Löwdin atomic charge list, values in e, 5 entries:
1. O 0.0878
2. C -0.7132
3. C -0.2353
4. O 0.0308
5. O -0.2308

(3)
Molecular formula: C3H7N3O4
Method: DFT, wB97M-V/def2-TZVPD

The geometry in XYZ format:
```
17
Properties=species:S:1:pos:R:3:forces:R:3
N -1.523738 1.648439 0.440764 -1.0 -1.8 2.5
C -0.714101 0.398889 0.420443 1.4 1.4 -0.8
C 0.701049 0.728177 -0.181266 -1.3 0.1 -0.5
N 1.617518 -0.329361 0.092428 1.7 -1.2 -1.1
O 1.383756 -1.012422 1.238464 0.5 -1.0 1.2
N 2.944706 -0.329378 -0.310878 -1.8 0.8 -0.4
O 3.127498 0.468774 -1.208218 0.2 -0.5 0.7
C -1.264000 -0.692804 -0.450374 -0.7 2.6 -0.2
O -1.975377 -0.491453 -1.405379 -0.3 0.1 0.1
O -0.832705 -1.875148 -0.157888 -0.4 -2.8 -0.2
H -2.287047 1.474357 1.190843 1.7 0.6 -1.5
H -2.063545 1.667755 -0.401759 -0.2 0.1 -0.8
H -0.297308 0.097728 1.377252 -1.5 -0.2 0.5
H 1.006796 1.578806 0.357068 0.4 1.5 0.4
H 0.641421 0.926238 -1.239833 0.2 0.1 -0.3
H 0.918930 -1.848621 1.022259 0.4 0.6 -0.2
H -1.383848 -2.409979 -0.783931 0.9 -0.3 0.5
```
Forces are in eV/Å.

SMILES: N[C@H](CN(O)N=O)C(=O)O
E_tot: -583.605792 Eh
orbital gap: 9.99 eV
total charge: 0

Löwdin atomic charge list, values in e, 5 entries:
1. N 0.0620
2. C -0.2650
3. C -0.0958
4. N -0.2165
5. O -0.0052